Entry 1:
21
Properties=species:S:1:pos:R:3:lowdin_charge:R:1 method="wB97M-V/def2-TZVPD" homo_lumo_gap_ev=9.164 relative_energy_kj_mol=76.8 largest_force_ev_per_a=3.61 total_energy_ev=-14605.78382 total_charge=0 smiles="CN1C[C@@H](N=C2CC2)N=C1F"
C -0.82370 1.40297 -0.92587 -0.37
C -0.03545 1.24954 1.31915 -0.26
C 1.25939 0.36982 0.92599 -0.08
C -0.46462 -0.88529 1.57503 -0.51
C 1.35899 -2.12915 0.40243 0.00
C -1.41427 1.49121 -2.22183 -0.07
C -0.90715 0.16253 -1.63087 -0.08
N -0.59115 2.02205 0.13610 0.14
N -1.02614 0.24436 1.75236 0.15
N 0.74191 -0.96629 1.04599 -0.10
F -1.07290 -1.93344 2.05217 0.15
H 0.17646 2.08704 2.03028 0.13
H 1.73223 0.65588 0.01974 0.11
H 1.89345 0.62601 1.76499 0.11
H 1.19537 -2.00594 -0.69157 0.09
H 2.34502 -2.14843 0.75357 0.07
H 0.73566 -3.02887 0.76247 0.12
H -2.43127 1.69866 -2.19983 0.08
H -0.95656 1.94627 -3.12101 0.12
H -0.08027 -0.21775 -2.17033 0.09
H -1.63500 -0.64118 -1.57898 0.11

---

Entry 2:
19
Properties=species:S:1:pos:R:3:lowdin_charge:R:1 method="wB97M-V/def2-TZVPD" homo_lumo_gap_ev=7.551 relative_energy_kj_mol=39.5 largest_force_ev_per_a=4.87 total_energy_ev=-19424.50350 total_charge=0 smiles="CP1(C)=CC=CC=C1F"
C -2.13170 -1.29988 -0.10417 -0.18
C -2.14721 0.09357 0.08137 -0.14
C -1.00704 -2.02537 -0.33395 -0.21
C 0.27660 -1.47098 -0.25708 -0.32
C -1.16047 0.92433 0.33237 -0.31
C 1.51536 0.98904 -1.44594 -0.22
C 1.58737 0.75837 1.52711 -0.17
F -1.46366 2.22725 0.65531 -0.02
P 0.61823 0.16392 -0.00435 0.93
H -3.07876 -1.84920 -0.03472 0.10
H -3.05350 0.58791 0.21269 0.10
H -1.12696 -3.11428 -0.40393 0.11
H 1.17613 -2.05686 -0.37945 0.05
H 0.87167 1.83396 -1.85995 0.06
H 2.56559 1.28927 -1.07910 0.05
H 1.57637 0.14627 -2.23605 0.06
H 0.74493 1.13823 2.23819 0.08
H 2.12919 0.03946 2.01442 -0.01
H 2.10783 1.62499 1.07721 0.03

---

Entry 3:
21
Properties=species:S:1:pos:R:3:lowdin_charge:R:1 method="wB97M-V/def2-TZVPD" homo_lumo_gap_ev=7.483 relative_energy_kj_mol=379.8 largest_force_ev_per_a=3.53 total_energy_ev=-32982.15604 total_charge=+1
C -4.14298 -0.77526 -0.64403 -0.05
C -3.59537 0.27647 0.11396 -0.07
C -3.33730 -1.63740 -1.36137 -0.08
C -2.24675 0.42223 0.20277 -0.18
C -1.98988 -1.56347 -1.21314 -0.17
C -1.53230 -0.52886 -0.45950 -0.65
C 3.86863 1.14297 0.13488 -0.47
N 3.91394 -0.12054 0.96966 0.07
Si 2.47457 2.61048 0.53098 0.32
I 0.59458 -0.42107 -0.30581 0.89
I 2.10894 2.02764 2.82889 0.45
H -5.17272 -0.93076 -0.96435 0.11
H -4.09685 1.15941 0.62126 0.14
H -3.84612 -2.28611 -2.07605 0.13
H -1.88849 1.31563 0.70551 0.11
H -1.33373 -2.14810 -1.79163 0.08
H 3.70828 1.14187 -0.89760 0.02
H 4.78501 1.69917 0.30543 0.06
H 3.31588 0.02196 1.80981 0.00
H 4.77158 -0.55469 1.21838 0.14
H 3.64106 -0.85157 0.27196 0.14

---

Entry 4:
19
Properties=species:S:1:pos:R:3:lowdin_charge:R:1 method="wB97M-V/def2-TZVPD" homo_lumo_gap_ev="8.354 / 8.352" relative_energy_kj_mol=0.0 largest_force_ev_per_a=2.57 total_energy_ev=-17007.54867 total_charge=0
C -0.80380 3.32677 -1.10372 -0.30
C -1.84494 2.50110 -1.32434 -0.64
C -0.22062 1.37761 -0.45147 -0.05
C -0.89792 -0.26012 1.19141 -0.03
C 1.48708 -0.14757 0.37683 -0.03
C -0.34366 -0.93785 -1.16925 -0.03
C 0.01019 0.01490 -0.01857 -0.58
N 0.20476 2.52696 -0.54236 0.09
I -3.69042 3.03314 -2.13861 0.70
H -0.66090 4.38451 -1.27350 0.09
H -0.82770 -1.30923 1.46946 0.09
H -0.59370 0.34784 2.03950 0.09
H -1.93234 -0.02887 0.95159 0.09
H 1.63726 -1.14493 0.78769 0.09
H 1.76491 0.58775 1.12765 0.09
H 2.13382 -0.02098 -0.48870 0.09
H -1.38354 -0.81203 -1.45937 0.09
H -0.18755 -1.96510 -0.85359 0.09
H 0.28366 -0.73792 -2.03499 0.09

---

Entry 5:
18
Properties=species:S:1:pos:R:3:lowdin_charge:R:1 method="wB97M-V/def2-TZVPD" homo_lumo_gap_ev=9.365 relative_energy_kj_mol=328.2 largest_force_ev_per_a=7.36 total_energy_ev=-8900.19201 total_charge=+1 smiles="C#C[C@H]1C=[NH+][C@H](C)C1"
C -0.93852 2.44772 -2.48029 0.15
C -0.48570 1.42633 -2.05220 -0.08
C -1.06081 -0.11736 0.08428 -0.05
C -0.36539 0.16233 -1.22598 -0.27
C 0.97114 0.24943 -0.68698 0.09
C -0.06406 -0.44390 1.26817 -0.28
C 0.56179 -1.75869 1.71904 -0.01
N 1.04128 0.25727 0.68240 0.15
H -0.90844 3.55843 -2.77437 0.10
H -1.60265 0.86823 0.37492 0.17
H -1.86575 -0.77067 0.07388 0.10
H -0.61777 -0.51592 -2.02573 0.17
H 1.67676 0.48105 -1.44879 0.16
H -0.45464 0.07991 2.10691 0.14
H 0.58832 -2.53045 0.86113 0.13
H 0.00101 -2.18761 2.55585 0.10
H 1.56851 -1.67380 1.98318 0.06
H 1.95494 0.46770 0.98460 0.16

---

Entry 6:
18
Properties=species:S:1:pos:R:3:lowdin_charge:R:1 method="wB97M-V/def2-TZVPD" homo_lumo_gap_ev=10.078 relative_energy_kj_mol=281.1 largest_force_ev_per_a=3.81 total_energy_ev=-8900.67936 total_charge=+1 smiles="C1=[N+]=C1C1CCCC1"
C -1.46218 -1.53011 2.06238 0.21
C -0.68471 -0.71541 1.22684 0.00
C -0.06937 0.07147 -1.64534 -0.12
C 1.28484 -0.32125 -0.92175 -0.14
C -0.84258 0.92805 -0.63212 -0.09
C 1.31479 0.50772 0.32083 -0.17
C -0.11947 0.61393 0.78546 -0.20
N -0.83196 -2.03372 1.02933 0.33
H -2.16643 -1.67817 2.81947 0.14
H 0.12804 0.62772 -2.48129 0.08
H -0.60990 -0.87518 -1.87551 0.13
H 1.23512 -1.30977 -0.60646 0.08
H 2.18030 -0.17888 -1.45046 0.11
H -0.69099 2.02034 -0.87739 0.15
H -1.87757 0.77022 -0.55460 0.09
H 1.92901 0.26319 1.21719 0.14
H 1.64842 1.47215 0.06529 0.12
H -0.36534 1.36769 1.51813 0.15

---

Entry 7:
19
Properties=species:S:1:pos:R:3:lowdin_charge:R:1 method="wB97M-V/def2-TZVPD" homo_lumo_gap_ev="7.379 / 8.146" relative_energy_kj_mol=865.9 largest_force_ev_per_a=2.93 total_energy_ev=-10392.63695 total_charge=0
C 3.22398 -0.16241 1.11133 0.12
C 2.36061 -0.36486 0.30469 -0.24
C 1.49035 -0.99663 -0.54967 -0.12
C -0.63006 -1.86319 0.54093 0.17
C -2.68983 -0.55864 0.21603 -0.07
C 0.58739 0.05892 -1.28110 -0.18
C -0.13050 1.50264 0.43560 -0.05
N -1.22636 -0.74855 0.22719 -0.27
N -0.59717 0.37976 -0.44757 -0.17
H 4.12097 0.33274 1.34561 0.02
H -3.03630 0.15219 0.94340 0.06
H -2.96350 -0.07663 -0.70023 0.07
H -3.40380 -1.46682 0.44630 0.13
H 0.29057 -0.26792 -2.24452 0.09
H 1.16553 0.96731 -1.38403 0.11
H 1.55384 -2.07364 -0.85852 0.11
H -0.27839 2.38023 -0.17108 0.08
H -0.73676 1.45916 1.39459 0.11
H 0.89940 1.34636 0.67106 0.03

---

Entry 8:
19
Properties=species:S:1:pos:R:3:lowdin_charge:R:1 method="wB97M-V/def2-TZVPD" homo_lumo_gap_ev=8.218 relative_energy_kj_mol=514.8 largest_force_ev_per_a=4.20 total_energy_ev=-10396.27542 total_charge=0
C 0.17847 0.50806 -0.26118 -0.11
C 0.45306 -0.28015 -1.40880 -0.20
C -0.04201 0.35220 2.04979 0.00
C -0.73141 0.61376 0.91435 -0.21
C 1.43162 0.04499 1.73875 -0.18
C -0.09410 -0.69640 -2.73378 -0.02
C -2.18074 0.69823 0.74546 -0.04
N 1.67581 -0.68124 -0.75056 0.04
N 1.48677 0.28982 0.34752 -0.11
H -0.31377 0.18416 3.00679 0.07
H 2.00758 0.66880 2.37198 0.08
H 1.83894 -1.07209 1.96450 0.16
H 0.79274 -0.82470 -3.35176 0.09
H -0.58550 -1.55508 -2.51766 0.04
H -0.76810 0.03932 -2.99168 0.06
H -2.69729 -0.10826 0.29605 0.09
H -2.39718 1.50615 0.17907 0.05
H -2.72627 0.90310 1.56502 0.05
H 2.67138 -0.59068 -1.16385 0.15

---

Entry 9:
19
Properties=species:S:1:pos:R:3:lowdin_charge:R:1 method="wB97M-V/def2-TZVPD" homo_lumo_gap_ev=9.449 relative_energy_kj_mol=279.2 largest_force_ev_per_a=5.42 total_energy_ev=-10398.71754 total_charge=0 smiles=Cc1cnc(C)c(C)n1
C 0.26701 -2.93756 -0.58523 -0.10
C 0.19250 -1.55429 -0.48326 -0.40
C 0.74767 -0.74797 -1.56549 -0.09
C 0.13601 1.14001 -0.40099 -0.29
C 0.52449 2.53911 -0.28495 -0.08
C -0.30166 0.26126 0.67729 -0.24
C -1.16795 0.85305 1.78912 -0.06
H 1.34945 -3.19723 -0.19396 0.13
H -0.40527 -3.46453 0.16462 0.09
H -0.17516 -3.25365 -1.66237 0.14
H 1.19983 -1.24418 -2.46908 0.13
H 1.18537 3.23421 -0.91232 0.11
H 0.76254 2.87301 0.85392 0.12
H -0.43547 3.01164 -0.43252 0.06
H -0.59869 1.55561 2.38672 0.05
H -2.02963 1.31152 1.32980 0.07
H -1.47272 0.13135 2.70121 0.12
N 0.75018 0.54164 -1.43885 0.08
N -0.52848 -1.05300 0.52633 0.16

---

Entry 10:
20
Properties=species:S:1:pos:R:3:lowdin_charge:R:1 method="wB97M-V/def2-TZVPD" homo_lumo_gap_ev=9.366 relative_energy_kj_mol=158.8 largest_force_ev_per_a=5.35 total_energy_ev=-12447.80270 total_charge=0 smiles="c1ccncc1.CC(N)=O"
C -1.57176 -0.65198 -0.62910 -0.59
C -2.60239 -0.24521 -1.57618 -0.03
C 1.31046 2.08091 0.23963 -0.16
C 0.94506 1.48964 1.50026 -0.10
C 1.34893 0.19671 1.78828 -0.12
C 2.21624 -0.39192 0.84978 -0.11
C 2.48795 0.21118 -0.38089 -0.17
H -0.95072 -2.48012 0.40451 0.16
H -2.48031 -2.50834 -0.27588 0.11
H -2.69755 0.90552 -1.64900 0.11
H -3.65649 -0.55302 -1.38246 0.09
H -2.15936 -0.56625 -2.59159 0.12
H 1.02188 3.14822 0.08496 0.11
H 0.37209 2.05960 2.23303 0.09
H 0.86547 -0.39649 2.65356 0.13
H 2.61700 -1.43704 0.99502 0.11
H 3.04418 -0.33862 -1.15465 0.10
N -1.63021 -1.92390 -0.22414 0.11
N 2.05834 1.45268 -0.65408 0.04
O -0.53880 -0.05156 -0.23107 0.00